1 | 2 unconnected molecules or ions with the total composition C5H9NO2, computed with ωB97M-V/def2-TZVPD.

Last column: Löwdin charge in e.
Element x y z (Å)
C (0.8819, 1.4327, -0.9705)  -0.02
C (0.1751, 0.2654, -0.2398)  -0.63
C (0.7912, -0.1698, 1.0139)  -0.29
C (-1.3489, -1.1683, -0.4057)  -0.07
C (-1.3737, 0.2412, -0.0457)  -0.25
H (-0.0452, 1.9506, -1.7302)  0.16
H (1.9100, 0.6875, -1.2960)  0.17
H (1.1496, 2.1746, -0.0520)  0.11
H (0.6452, 0.6062, 1.8883)  0.17
H (0.5280, -1.2563, 1.2864)  0.12
H (2.4569, -1.4009, 1.0220)  0.32
H (0.6910, -1.6692, -0.2136)  0.11
H (-1.9956, -1.8447, -1.2388)  0.19
H (-1.2126, -1.6997, 0.4761)  0.08
N (0.1434, -1.0021, -0.8911)  0.00
O (2.1149, -0.1722, 0.4471)  -0.21
O (-2.1005, 0.9046, 0.8007)  0.03

The calculation puts the HOMO energy at -9.51 eV.

---

2 | C5H9NO2 in the gas phase, computed with ωB97M-V/def2-TZVPD.

Last column: Löwdin charge in e.
Element x y z (Å)
C (2.2794, -1.0608, 0.3326)  -0.01
N (1.7128, -0.0570, -0.1889)  0.08
C (0.3576, -0.0322, -0.4713)  -0.44
C (0.0230, 0.7295, -1.7265)  0.00
O (-0.4871, -1.2203, -0.1477)  0.05
C (-0.6149, -0.1144, 0.6679)  -0.55
C (-1.9180, 0.6607, 0.6442)  0.03
O (-0.1096, -0.1963, 1.9594)  0.04
H (1.8101, -2.0406, 0.4362)  0.09
H (3.3221, -0.9717, 0.5898)  0.07
H (0.6329, 0.3696, -2.5447)  0.08
H (0.2289, 1.7869, -1.5725)  0.09
H (-1.0281, 0.5956, -1.9689)  0.08
H (-2.5957, 0.2289, -0.0927)  0.09
H (-2.3692, 0.5875, 1.6381)  0.09
H (-1.7375, 1.7068, 0.4055)  0.09
H (0.4934, -0.9723, 2.0395)  0.11

As for the SMILES: C=N[C@@]1(C)O[C@@]1(C)O. The calculation puts the HOMO energy at -9.53 eV.

---

Which structure is the most stable? The one labeled 2.

---

1 | C5H9NO2 in the gas phase, computed with ωB97M-V/def2-TZVPD.

Last column: Löwdin charge in e.
Element x y z (Å)
C (2.2204, 0.3979, 0.1583)  -0.09
C (1.0740, -0.1351, -0.4562)  -0.29
C (0.4245, -1.4181, 0.1844)  -0.15
O (-0.7178, -1.2169, -0.5040)  -0.11
N (-1.2790, 0.1064, -0.3437)  -0.06
C (-2.6129, 0.3377, 0.1739)  0.00
C (-0.1385, 0.8862, -0.3406)  -0.37
O (0.0578, 2.0854, -0.1568)  0.07
H (2.4586, 1.1978, -0.5105)  0.09
H (1.9506, 0.7700, 1.1138)  0.09
H (3.0813, -0.2808, 0.1038)  0.10
H (1.1462, -0.4221, -1.5346)  0.17
H (0.1488, -1.1845, 1.2094)  0.13
H (0.9006, -2.3670, 0.1004)  0.13
H (-3.1851, -0.4304, -0.1940)  0.05
H (-2.9338, 1.3384, -0.2875)  0.13
H (-2.5958, 0.3351, 1.2840)  0.10

As for the SMILES: C[C@H]1CON(C)C1=O. The calculation puts the HOMO energy at -9.20 eV.

---

2 | 2 unconnected molecules or ions with the total composition C5H9NO2, computed with ωB97M-V/def2-TZVPD.

Last column: Löwdin charge in e.
Element x y z (Å)
C (-0.7708, 1.7125, -0.5069)  -0.05
C (-0.3345, 0.3334, -0.4375)  -0.26
C (-0.2734, -0.8785, -0.9625)  0.01
C (0.1050, -0.7981, 0.5162)  -0.26
C (1.5974, -0.7028, 0.7784)  -0.09
H (-1.6466, 1.7417, 0.1721)  0.09
H (-0.9913, 1.9415, -1.4977)  0.05
H (-0.0625, 2.6165, -0.2889)  0.12
H (-0.3562, -1.3994, -1.8694)  0.09
H (-0.5637, -1.1876, 1.2313)  0.09
H (1.7827, -0.4107, 1.8415)  0.08
H (1.9303, 0.0421, 0.0262)  0.09
H (2.0728, -1.6895, 0.8918)  0.07
O (-5.1878, -0.1062, 0.4987)  0.03
N (-4.1605, -0.0621, -0.0975)  -0.08
O (-3.0876, -0.8890, 0.4456)  -0.09
H (-2.3341, -0.8768, -0.2976)  0.10

As for the SMILES: CC1=C[C@H]1C.O=NO. The calculation puts the HOMO energy at -9.60 eV.

---

3 | C5H9NO2 in the gas phase, computed with ωB97M-V/def2-TZVPD.

Last column: Löwdin charge in e.
Element x y z (Å)
C (0.7107, -1.9504, -0.4644)  0.01
C (0.9655, -0.5123, -0.0939)  -0.46
O (1.9919, 0.0843, -0.3432)  0.08
N (0.0149, 0.1034, 0.8678)  -0.11
C (0.4050, 1.3665, 1.4627)  -0.06
C (-1.2246, -0.0005, 0.2219)  -0.17
C (-1.4927, 0.4601, -1.0149)  -0.16
O (-0.7191, 1.2852, -1.7502)  0.04
H (1.2548, -2.5944, 0.2292)  0.09
H (-0.3497, -2.1988, -0.4397)  0.07
H (1.1125, -2.1377, -1.4755)  0.10
H (-0.4579, 1.8514, 1.9341)  0.10
H (0.8607, 2.0649, 0.7568)  0.08
H (1.1723, 1.1603, 2.2176)  0.09
H (-1.9664, -0.5914, 0.7395)  0.11
H (-2.4458, 0.2710, -1.4775)  0.12
H (0.1679, 1.3386, -1.3704)  0.09

As for the SMILES: CC(=O)N(C)/C=C\O. The calculation puts the HOMO energy at -9.10 eV.

---

Which structure is the most stable? The one labeled 3.